[1]
Entry from the Open Molecules 2025 dataset: a structure of composition C17H18MoN4O2S at a distorted geometry (the ωB97M-V functional and the def2-TZVPD basis).

Properties
- spin multiplicity = 3
- net charge = +4
- HOMO energy (spin up / spin down) (eV) = -21.4 / -21.4
- gap between HOMO and LUMO (spin up / spin down) (hartree) = 0.19086 / 0.21365

CARTESIAN COORDINATES (ANGSTROEM)
N (0.460, 1.903, -0.003)
C (0.544, 3.050, 0.147)
C (0.602, 4.476, 0.283)
H (-0.432, 4.880, 0.235)
H (1.199, 4.876, -0.563)
H (1.092, 4.734, 1.247)
N (2.083, -1.356, -0.356)
C (3.059, -1.993, -0.354)
C (4.265, -2.779, -0.433)
H (4.951, -2.343, -1.186)
H (4.026, -3.815, -0.748)
H (4.787, -2.809, 0.546)
N (-1.550, -1.189, -0.005)
C (-2.575, -1.732, 0.150)
C (-3.852, -2.356, 0.285)
H (-3.780, -3.170, 1.038)
H (-4.132, -2.783, -0.701)
H (-4.598, -1.589, 0.586)
Mo (0.492, -0.320, -0.129)
C (0.365, -1.867, 1.638)
O (0.304, -2.784, 2.363)
C (1.859, 0.425, 1.641)
O (2.664, 0.847, 2.359)
C (0.893, 1.081, -2.438)
C (-0.501, 1.149, -2.302)
C (-1.255, -0.014, -2.303)
C (-0.623, -1.259, -2.437)
C (0.757, -1.328, -2.556)
C (1.521, -0.149, -2.558)
H (1.453, 2.005, -2.683)
H (-1.004, 2.125, -2.446)
H (-2.351, 0.047, -2.448)
H (-1.237, -2.147, -2.683)
H (1.231, -2.272, -2.885)
H (2.575, -0.196, -2.890)
S (-3.004, 1.952, 2.701)
C (-1.974, 1.286, 3.917)
C (-0.906, 0.591, 3.310)
N (-0.945, 0.616, 1.932)
C (-1.980, 1.289, 1.476)
H (-2.189, 1.426, 4.969)
H (-0.122, 0.081, 3.866)
H (-2.170, 1.413, 0.421)

[2]
Entry from the Open Molecules 2025 dataset: the ion C4H12NO2 with charge +2 at a distorted geometry (the ωB97M-V functional and the def2-TZVPD basis).

Properties
- spin multiplicity = 2
- net charge = +2
- HOMO energy (spin up / spin down) (eV) = -19.1 / -18.5
- gap between HOMO and LUMO (spin up / spin down) (hartree) = 0.41250 / 0.14657

CARTESIAN COORDINATES (ANGSTROEM)
C (-0.349, -1.860, 0.476)
O (-1.451, -2.158, -0.316)
C (0.068, -0.366, 0.438)
C (0.812, 0.151, -0.835)
C (1.263, 1.612, -0.626)
O (0.095, 2.278, -0.171)
N (-1.162, 0.432, 0.877)
H (0.710, -2.525, 0.259)
H (-0.570, -2.412, 1.426)
H (-1.367, -2.997, -0.970)
H (0.730, -0.326, 1.250)
H (0.264, 0.128, -1.841)
H (1.780, -0.452, -1.049)
H (1.539, 2.233, -1.543)
H (2.169, 1.743, 0.296)
H (-0.507, 2.678, -0.791)
H (-1.809, 0.702, 0.121)
H (-1.599, -0.091, 1.579)
H (-0.617, 1.233, 1.420)

[3]
Entry from the Open Molecules 2025 dataset: an isolated molecule of C9H11PS at a distorted geometry (the ωB97M-V functional and the def2-TZVPD basis).

Properties
- spin multiplicity = 1
- HOMO energy (spin up / spin down) (eV) = -8.8 / -7.2
- gap between HOMO and LUMO (spin up / spin down) (hartree) = 0.28933 / 0.25492

CARTESIAN COORDINATES (ANGSTROEM)
C (-0.853, -1.682, 4.005)
C (0.080, -1.798, 2.968)
C (-1.679, -0.577, 3.892)
C (0.035, -0.728, 2.093)
C (-0.577, 0.888, -3.333)
C (0.008, 0.334, -2.293)
C (-0.496, 0.397, -0.884)
C (0.541, 1.049, 0.000)
C (1.225, -0.686, -2.388)
P (1.278, -0.442, 0.864)
S (-1.274, 0.353, 2.503)
H (-1.124, -2.425, 4.809)
H (0.472, -2.805, 2.880)
H (-2.324, -0.176, 4.654)
H (-1.177, 1.778, -3.346)
H (-1.333, 1.091, -0.906)
H (-0.936, -0.563, -0.309)
H (1.229, 1.730, -0.529)
H (0.111, 1.803, 0.704)
H (1.185, -1.173, -3.316)
H (1.296, -1.356, -1.553)
H (2.156, -0.123, -2.536)

[4]
Entry from the Open Molecules 2025 dataset: a cluster of 3 separate species, C19H47N8O2P2 in total at a distorted geometry (the ωB97M-V functional and the def2-TZVPD basis).

Properties
- spin multiplicity = 1
- net charge = +1
- HOMO energy (eV) = -10.1
- gap between HOMO and LUMO (hartree) = 0.19944

CARTESIAN COORDINATES (ANGSTROEM)
C (-3.839, 3.709, -0.180)
C (-4.899, 3.587, -1.436)
N (-4.228, 3.337, -2.785)
N (-3.105, 2.514, -2.613)
C (-3.409, 1.047, -2.293)
C (-2.224, -0.070, -2.010)
C (-0.666, 0.479, -2.072)
C (-0.341, 2.045, -2.444)
C (-1.659, 3.033, -2.700)
H (-4.350, 3.963, 0.856)
H (-3.221, 2.710, 0.017)
H (-3.066, 4.563, -0.495)
H (-5.563, 4.546, -1.539)
H (-5.648, 2.690, -1.222)
H (-3.978, 4.227, -3.269)
H (-4.521, 0.674, -2.216)
H (-2.529, -1.174, -1.760)
H (0.205, -0.274, -1.843)
H (0.738, 2.515, -2.502)
H (-1.558, 4.186, -2.946)
O (0.145, -2.851, -1.192)
P (0.727, -4.203, -1.673)
N (-0.823, -4.911, -1.713)
C (-1.266, -6.206, -1.234)
C (-1.549, -4.607, -2.949)
N (1.537, -4.428, -0.134)
C (0.983, -5.219, 0.963)
C (1.955, -3.148, 0.517)
N (1.396, -5.757, -2.226)
C (1.781, -6.945, -1.473)
C (2.571, -5.407, -3.058)
H (-0.983, -7.020, -1.915)
H (-2.358, -6.236, -1.142)
H (-0.910, -6.434, -0.232)
H (-1.120, -5.156, -3.795)
H (-1.499, -3.538, -3.176)
H (-2.613, -4.860, -2.876)
H (0.004, -4.856, 1.282)
H (1.657, -5.201, 1.832)
H (0.909, -6.280, 0.743)
H (1.114, -2.654, 1.008)
H (2.395, -2.460, -0.214)
H (2.725, -3.331, 1.278)
H (2.619, -6.767, -0.790)
H (2.097, -7.737, -2.165)
H (0.960, -7.402, -0.924)
H (3.371, -4.992, -2.432)
H (2.299, -4.656, -3.811)
H (2.969, -6.273, -3.600)
O (2.627, 2.683, 0.656)
P (1.395, 2.884, 1.573)
N (1.295, 4.534, 1.157)
C (1.089, 5.695, 2.002)
C (0.585, 4.755, -0.106)
N (2.379, 2.600, 2.996)
C (2.971, 3.671, 3.796)
C (3.512, 1.653, 2.764)
N (-0.021, 3.116, 2.626)
C (-0.111, 3.587, 4.003)
C (-0.754, 1.829, 2.591)
H (0.039, 5.808, 2.304)
H (1.367, 6.615, 1.476)
H (1.720, 5.695, 2.887)
H (-0.488, 4.574, 0.017)
H (0.958, 4.081, -0.884)
H (0.724, 5.774, -0.485)
H (3.623, 4.317, 3.205)
H (3.561, 3.254, 4.625)
H (2.240, 4.287, 4.312)
H (4.347, 2.142, 2.258)
H (3.189, 0.792, 2.167)
H (3.887, 1.252, 3.715)
H (0.378, 2.916, 4.719)
H (-1.165, 3.659, 4.304)
H (0.261, 4.599, 4.146)
H (-0.179, 1.047, 3.104)
H (-0.920, 1.509, 1.554)
H (-1.741, 1.899, 3.065)

[5]
Entry from the Open Molecules 2025 dataset: a cluster of 2 separate species, C4H11NO in total at a distorted geometry (the ωB97M-V functional and the def2-TZVPD basis).

Properties
- spin multiplicity = 1
- HOMO energy (eV) = -9.9
- gap between HOMO and LUMO (hartree) = 0.39408
- structure (SMILES) = CC(N)=O.CC

CARTESIAN COORDINATES (ANGSTROEM)
C (-1.286, -1.158, -1.385)
C (-0.668, -1.919, -0.220)
N (-1.367, -1.780, 0.963)
O (0.358, -2.546, -0.275)
H (-1.377, -1.775, -2.274)
H (-0.625, -0.350, -1.689)
H (-2.224, -0.707, -1.072)
H (-1.054, -2.279, 1.783)
H (-2.279, -1.402, 0.837)
C (1.090, 2.075, 1.087)
C (1.486, 1.426, -0.217)
H (0.121, 2.585, 1.059)
H (0.913, 1.339, 1.874)
H (1.855, 2.803, 1.341)
H (0.912, 0.610, -0.650)
H (1.675, 2.144, -1.016)
H (2.469, 0.935, -0.145)

[6]
Entry from the Open Molecules 2025 dataset: an isolated molecule of C23H30ClN3O4 (the ωB97M-V functional and the def2-TZVPD basis).

Properties
- spin multiplicity = 1
- HOMO energy (eV) = -8.1
- gap between HOMO and LUMO (hartree) = 0.32227
- structure (SMILES) = COc1ccc(CN(CCCN2CCOCC2)C(=O)Nc2cccc(Cl)c2)cc1OC

CARTESIAN COORDINATES (ANGSTROEM)
C (1.140, -1.387, -5.325)
O (1.256, -0.118, -4.730)
C (0.473, 0.171, -3.645)
C (-0.597, -0.623, -3.250)
C (-1.363, -0.317, -2.140)
C (-1.066, 0.800, -1.377)
C (-1.816, 1.091, -0.097)
N (-2.101, -0.107, 0.669)
C (-3.397, -0.191, 1.304)
C (-3.533, 0.761, 2.496)
C (-2.508, 0.457, 3.590)
N (-1.165, 0.898, 3.239)
C (-0.147, 0.139, 3.950)
C (1.243, 0.602, 3.519)
O (1.425, 1.984, 3.729)
C (0.439, 2.717, 3.048)
C (-0.965, 2.314, 3.497)
C (-1.190, -1.082, 0.948)
O (-1.495, -2.121, 1.501)
N (0.106, -0.799, 0.541)
C (1.017, -1.706, 0.022)
C (0.913, -3.083, 0.210)
C (1.831, -3.930, -0.380)
C (2.864, -3.439, -1.161)
C (2.967, -2.069, -1.331)
Cl (4.234, -1.421, -2.316)
C (2.067, -1.200, -0.746)
C (-0.017, 1.613, -1.778)
C (0.762, 1.329, -2.897)
O (1.747, 2.238, -3.127)
C (2.815, 1.954, -4.007)
H (0.182, -1.506, -5.842)
H (1.947, -1.439, -6.055)
H (1.263, -2.187, -4.589)
H (-0.842, -1.507, -3.816)
H (-2.174, -0.969, -1.856)
H (-1.261, 1.823, 0.505)
H (-2.784, 1.540, -0.346)
H (-3.515, -1.221, 1.644)
H (-4.174, 0.027, 0.563)
H (-3.431, 1.794, 2.161)
H (-4.534, 0.642, 2.913)
H (-2.475, -0.625, 3.733)
H (-2.836, 0.915, 4.539)
H (-0.264, -0.918, 3.704)
H (-0.245, 0.267, 5.043)
H (2.011, 0.101, 4.110)
H (1.391, 0.363, 2.456)
H (0.627, 3.769, 3.270)
H (0.536, 2.553, 1.962)
H (-1.706, 2.896, 2.944)
H (-1.074, 2.545, 4.573)
H (0.287, 0.155, 0.269)
H (0.104, -3.470, 0.807)
H (1.740, -4.995, -0.233)
H (3.575, -4.102, -1.627)
H (2.165, -0.136, -0.900)
H (0.242, 2.498, -1.216)
H (3.321, 1.024, -3.737)
H (3.505, 2.789, -3.891)
H (2.481, 1.896, -5.045)

The evaluated ΔE to the lowest compared entry with this formula, charge and spin for the records listed, in turn: 0.0; 332.9; 517.7; 847.0; 30.7; 12.7 kJ/mol.